(1)
Density functional theory data (ωB97M-V/def2-TZVPD) for a cluster of 2 separate species, C2H9NO2SSi in total at a distorted geometry.

Geometry as ORCA input:
```
! wB97M-V def2-TZVPD RIJCOSX def2/J DEFGRID3
* xyz 0 3
C -0.8530 0.8810 1.7213
C -0.5750 -0.1403 -0.2289
N 1.3766 -1.9263 0.7371
O 1.3490 -0.9956 -1.5990
O 1.9385 0.6059 0.2110
Si -0.9782 1.0012 -1.6037
S 1.2274 -0.5608 -0.2425
H -1.5223 0.3069 2.2216
H 0.1665 0.5906 1.8284
H -1.1323 1.9550 1.5566
H -1.1370 -1.0552 0.0541
H 1.5369 -2.7017 0.1345
H 1.9479 -1.8774 1.5680
H -0.0989 1.9043 -2.5247
H -1.1395 0.2163 -2.7772
H -2.1067 1.7961 -1.0568
*
```

Properties
Frontier orbital gap (spin up / spin down) in eV: 6.882 / 8.370
E_HOMO (spin up / spin down) in eV: -6.5 / -10.6
Relative energy (zero: lowest compared OMol25 entry of this formula, charge and spin) in kcal per mole: 13.82
Molecular weight in g mol⁻¹: 139.3

natural (NBO) population analysis, charges in e, atoms 1 to 2: -0.501 -0.782

(2)
Density functional theory data (ωB97M-V/def2-TZVPD) for the molecule C21H27N5O3.

Geometry as ORCA input:
```
! wB97M-V def2-TZVPD RIJCOSX def2/J DEFGRID3
* xyz 0 1
C 5.1225 0.0172 -8.0774
C 5.3837 -1.1160 -7.0891
O 5.4769 -0.6617 -5.7539
C 4.3521 -0.3250 -5.0699
C 3.0446 -0.4896 -5.5187
C 1.9897 -0.1182 -4.7079
C 2.1984 0.4116 -3.4396
C 3.5093 0.5815 -2.9963
C 4.5668 0.2199 -3.8004
H 5.5856 0.3500 -3.4705
H 3.7127 1.0199 -2.0310
C 1.0020 0.7947 -2.6431
O -0.0878 0.9997 -3.1537
N 1.2035 0.9278 -1.3117
H 2.0151 0.5281 -0.8539
C 0.1094 1.1708 -0.4081
C 0.4457 0.5094 0.9286
O 1.5284 -0.0378 1.0780
N -0.4667 0.6010 1.9063
C -1.8051 1.1302 1.7941
H -1.9240 1.7042 0.8771
C -2.8170 -0.0154 1.8420
H -3.8269 0.3903 1.7591
H -2.6448 -0.6904 0.9986
C -2.6736 -0.8176 3.1576
C -3.1183 0.0081 4.3255
C -4.2206 -0.2899 5.0791
N -4.2952 0.6830 6.0378
C -3.2479 1.5188 5.8207
N -2.5275 1.1442 4.8018
H -3.0504 2.3831 6.4219
H -4.9909 0.7547 6.7617
C -5.1355 -1.4330 4.8500
H -4.8887 -2.2582 5.5237
H -6.1795 -1.1542 5.0103
C -4.9066 -1.8718 3.3978
N -3.4836 -2.0369 3.1699
H -3.3185 -2.5593 2.3170
H -5.3885 -2.8350 3.2191
H -5.3680 -1.1285 2.7252
C -1.2045 -1.2548 3.3029
C -0.2473 -0.0733 3.1711
H 0.7884 -0.4143 3.1954
H -0.4303 0.6387 3.9797
H -1.0714 -1.7348 4.2718
H -0.9845 -1.9900 2.5257
H -1.9763 1.7865 2.6538
H -0.8075 0.7606 -0.8459
H -0.0272 2.2503 -0.2618
H 0.9727 -0.2336 -5.0521
H 2.8329 -0.9045 -6.4917
H 6.3607 -1.5649 -7.2898
H 4.6206 -1.8987 -7.1806
H 5.1113 -0.3752 -9.0906
H 4.1692 0.4985 -7.8735
H 5.9078 0.7646 -7.9960
*
```

Properties
Frontier orbital gap in eV: 8.985
E_HOMO in eV: -8.4
Relative energy (zero: lowest compared OMol25 entry of this formula, charge and spin) in kcal per mole: 18.71
Molecular weight in g mol⁻¹: 397.5

natural (NBO) population analysis, charges in e, atoms 1 to 2: -0.638 -0.062

(3)
Density functional theory data (ωB97M-V/def2-TZVPD) for a structure of composition C22H31BCoN6O at a distorted geometry.

Geometry as ORCA input:
```
! wB97M-V def2-TZVPD RIJCOSX def2/J DEFGRID3
* xyz 0 4
H 0.6754 3.4040 -1.0377
N 0.3453 1.7931 -2.4009
B -0.1319 0.3802 -4.4652
N 0.2465 1.7248 -3.7880
C 0.4863 2.9417 -4.3020
Co 0.1709 0.2959 -1.3862
H 0.5103 3.0797 -5.3757
C 0.7113 3.8274 -3.2516
H 0.9493 4.8740 -3.3362
C 0.6007 3.0858 -2.0710
H -0.1038 0.4550 -5.6509
C -2.7117 -2.0305 1.9309
H -2.3360 -2.6238 2.7716
H -1.8564 -1.5664 1.4151
H -3.2544 -2.6528 1.2156
N -1.5542 0.0113 -3.9485
N 0.8442 -0.7006 -3.9195
N -1.7397 -0.1131 -2.5815
N 0.9814 -0.8621 -2.5416
C -2.7117 -0.2613 -4.5991
C 1.5846 -1.6285 -4.5437
H -2.7525 -0.2258 -5.6787
H 1.6348 -1.6326 -5.6226
C -3.6782 -0.5643 -3.6431
C 2.1996 -2.4328 -3.5811
C -3.0285 -0.4536 -2.3956
C 1.7937 -1.9319 -2.3364
H -4.7038 -0.8272 -3.8286
H 2.8652 -3.2529 -3.7637
H -3.4533 -0.6058 -1.4095
H 2.0251 -2.2681 -1.3362
H -3.3644 -1.2400 2.3009
C -1.0869 3.4946 2.4625
C -0.0964 2.4806 1.8945
C 1.2853 3.1183 1.7941
C -0.0119 1.1907 2.6966
C -0.2642 1.1810 4.0609
C -0.0873 0.0320 4.8375
C 0.4626 -1.1053 4.2607
C 0.7511 -1.1433 2.9060
C 1.3979 -2.4037 2.3200
C 2.8137 -2.5895 2.8814
C 0.5277 -3.6291 2.5909
C 0.4260 -0.0277 2.0471
O 0.5152 -0.1419 0.7651
H -0.6942 3.9402 3.3825
H -2.0569 3.0374 2.6807
H -1.2493 4.3107 1.7493
H -0.4249 2.2149 0.8827
H 1.6286 3.3920 2.7995
H 2.0138 2.4232 1.3636
H 1.2664 4.0295 1.1860
H -0.5991 2.0979 4.5501
H -0.3343 0.0341 5.8985
H 0.6834 -1.9882 4.8627
H 1.4662 -2.2515 1.2339
H 2.7858 -2.7698 3.9645
H 3.3162 -3.4381 2.4023
H 3.4029 -1.6825 2.7000
H -0.4806 -3.4732 2.1891
H 0.9545 -4.5253 2.1269
H 0.4446 -3.8070 3.6708
*
```

Properties
Frontier orbital gap (spin up / spin down) in eV: 7.034 / 6.160
E_HOMO (spin up / spin down) in eV: -6.6 / -6.6
Molecular weight in g mol⁻¹: 465.3

natural (NBO) population analysis, charges in e, atoms 1 to 2: 0.238 -0.462

(4)
Density functional theory data (ωB97M-V/def2-TZVPD) for a cluster of 7 separate species, C32H52N3O18 in total.

Geometry as ORCA input:
```
! wB97M-V def2-TZVPD RIJCOSX def2/J DEFGRID3
* xyz 1 1
C -1.5725 3.0868 -2.9756
C -0.0871 2.8271 -3.2546
C 0.1549 1.4115 -3.8356
C -0.1428 0.4417 -2.7466
N -1.1988 -0.3415 -2.5918
C -1.1097 -1.0630 -1.4182
C 0.0414 -0.7099 -0.8206
N 0.6046 -1.0934 0.3927
C 0.2265 -0.1358 1.4943
C 1.3979 0.1292 2.4191
N 0.6213 0.2289 -1.6769
H -1.7310 3.6519 -2.0589
H -2.1551 2.1661 -2.8841
H -2.0115 3.6208 -3.8207
H 0.4706 2.8975 -2.3143
H 0.3395 3.5884 -3.9053
H 1.1970 1.2824 -4.1337
H -0.5062 1.2292 -4.6827
H -1.9632 -0.3849 -3.2486
H -1.8499 -1.7644 -1.0797
H 1.6148 -1.1266 0.3113
H -0.1158 0.8030 1.0481
H -0.6246 -0.5720 2.0186
H 1.2283 1.0530 2.9697
H 2.3213 0.2778 1.8550
H 1.5524 -0.6527 3.1609
H 1.5008 0.6933 -1.5055
C -0.4532 -4.4477 -0.3232
C -1.5748 -5.2019 0.3400
C -1.1906 -6.4332 1.1361
O -2.3744 -7.2393 1.0285
C -3.0035 -6.9009 -0.1162
O -3.9150 -7.4745 -0.6124
O -2.4412 -5.7834 -0.6477
H -0.8500 -3.7101 -1.0148
H 0.1590 -3.9337 0.4165
H 0.1781 -5.1253 -0.9001
H -2.1861 -4.5302 0.9516
H -0.9639 -6.2376 2.1803
H -0.3639 -6.9761 0.6723
C -4.0173 8.5947 -1.0414
C -2.5857 8.1312 -1.0228
C -2.2421 6.9916 -1.9575
O -1.1312 6.3761 -1.2841
C -1.2738 6.6261 0.0449
O -0.6308 6.0992 0.8924
O -2.2447 7.5378 0.2494
H -4.2013 9.2924 -0.2262
H -4.2352 9.0970 -1.9835
H -4.7006 7.7532 -0.9223
H -1.9071 8.9731 -1.1837
H -1.9497 7.3098 -2.9546
H -3.0507 6.2596 -2.0269
C 3.9365 4.3184 -5.1472
C 3.1202 3.9816 -6.3668
C 2.9760 5.0860 -7.3929
O 1.7181 4.7611 -8.0073
C 0.9773 4.0920 -7.1066
O -0.1746 3.8234 -7.2147
O 1.7319 3.7580 -6.0261
H 3.8481 3.5335 -4.3961
H 4.9873 4.4186 -5.4162
H 3.5975 5.2519 -4.6968
H 3.4898 3.0667 -6.8380
H 3.7629 5.1028 -8.1411
H 2.8879 6.0694 -6.9266
C 3.8345 1.0501 8.5296
C 3.2441 1.6140 7.2671
C 2.0566 0.8888 6.6714
O 2.1726 1.2371 5.2760
C 3.4834 1.4704 5.0231
O 3.9312 1.5926 3.9244
O 4.1833 1.5369 6.1639
H 4.7535 1.5862 8.7685
H 3.1329 1.1887 9.3527
H 4.0752 -0.0072 8.4511
H 2.9952 2.6703 7.4037
H 1.0993 1.2264 7.0589
H 2.1365 -0.1929 6.7722
C 3.6030 -5.8271 5.4273
C 3.5616 -4.3247 5.5084
C 4.8963 -3.6135 5.4278
O 4.6345 -2.4110 6.1670
C 3.6582 -2.6826 7.0589
O 3.3416 -1.9546 7.9465
O 3.1017 -3.8846 6.8042
H 2.6264 -6.2491 5.6606
H 3.8873 -6.1397 4.4226
H 4.3204 -6.2347 6.1395
H 2.8698 -3.9156 4.7651
H 5.2126 -3.3694 4.4177
H 5.6869 -4.1661 5.9393
C -6.6396 -5.5405 -1.6945
C -5.9369 -5.4756 -3.0207
C -4.5645 -4.8431 -2.9829
O -4.4354 -4.3105 -4.3072
C -5.6883 -4.0596 -4.7745
O -5.9237 -3.4472 -5.7623
O -6.6121 -4.5924 -3.9434
H -7.6754 -5.8588 -1.8001
H -6.1176 -6.2424 -1.0450
H -6.6426 -4.5570 -1.2202
H -5.8854 -6.4627 -3.4869
H -3.7622 -5.5435 -2.7718
H -4.5270 -4.0111 -2.2725
*
```

Properties
Frontier orbital gap in eV: 9.959
E_HOMO in eV: -12.4
Relative energy (zero: lowest compared OMol25 entry of this formula, charge and spin) in kcal per mole: 0.00
Molecular weight in g mol⁻¹: 766.8

Löwdin population analysis, charges in e, atoms 1 to 2: -0.072 -0.213